[1]
This record from the OMol25 dataset describes 2 unconnected molecules or ions with the total composition C5H13NO in a non-equilibrium geometry. The level of theory is wB97M-V/def2-TZVPD.

Last column: Löwdin charge in e.
Atoms and positions in Å:
1 H -0.9987 0.5304 -1.7268  0.08
2 C 0.2009 1.4826 -0.1789  -0.18
3 C -1.1112 1.0637 -0.7833  -0.10
4 H 0.1787 -2.0319 0.0512  0.06
5 H 0.7191 0.8320 0.5359  0.12
6 H -1.2592 -3.4426 2.3024  0.06
7 H -1.7714 0.4767 -0.1641  0.05
8 H 0.4584 -3.6210 1.9525  0.06
9 C -0.3675 -2.9179 1.9480  -0.16
10 H -1.3893 -1.5512 0.5852  0.04
11 H -1.6447 1.9582 -1.1244  0.08
12 H 1.6027 3.7695 -0.6223  0.10
13 H 0.1939 2.3780 0.4598  0.10
14 C -0.7257 -2.4089 0.5348  -0.16
15 H -0.1838 -2.1074 2.6453  0.05
16 H 2.5487 3.1569 -1.8935  0.10
17 N 1.8700 2.9733 -1.1851  0.16
18 O 1.5814 0.9286 -2.0712  0.05
19 C 1.2708 1.7603 -1.2481  -0.57
20 H -1.1730 -3.2295 -0.0175  0.06

Atoms 1-2, force components in eV/Å:
0.5 -0.4 0.2
1.8 0.9 0.6

Computed properties:
E in hartree: -328.30594
ΔE to the lowest compared entry with this formula, charge and spin in kcal/mol: 8.1
SMILES: CCC(N)=O.CC

[2]
This record from the OMol25 dataset describes 2 unconnected molecules or ions with the total composition C5H13NO in a non-equilibrium geometry. The level of theory is wB97M-V/def2-TZVPD.

Last column: Löwdin charge in e.
Atoms and positions in Å:
1 H 0.8910 0.6126 2.4770  0.07
2 H -1.1701 -2.6266 0.2401  0.08
3 C -1.7619 -0.8063 0.5209  -0.35
4 C -1.8352 -0.4398 -0.9229  -0.10
5 H 1.4462 1.4572 -2.3783  0.08
6 H -0.7484 -0.4138 -1.3006  0.05
7 C 1.3590 0.9354 1.5443  -0.11
8 O -1.8287 -2.1850 0.7892  -0.08
9 H 2.4160 1.1145 1.7570  0.08
10 C 1.1894 -0.1265 0.4870  -0.24
11 H -2.4734 -1.1035 -1.5033  0.08
12 C 1.2107 0.1257 -0.8503  -0.26
13 H 1.5212 -1.1123 0.7924  0.10
14 H 0.9022 1.8754 1.2435  0.07
15 H -0.6502 -0.4415 0.8343  0.10
16 H 1.4873 -0.6662 -1.5395  0.11
17 H -2.1752 0.5838 -1.0563  0.07
18 N 1.1619 1.4125 -1.4097  0.05
19 H -2.5333 -0.3330 1.1291  0.11
20 H 1.5914 2.1376 -0.8539  0.07

Atoms 1-2, force components in eV/Å:
0.0 0.1 0.0
-0.1 0.0 0.1

Computed properties:
E in hartree: -328.23426
ΔE to the lowest compared entry with this formula, charge and spin in kcal/mol: 53.1
SMILES: C/C=C\N.CCO

[3]
This record from the OMol25 dataset describes C5H13NO in the gas phase in a non-equilibrium geometry. The level of theory is wB97M-V/def2-TZVPD.

Last column: Löwdin charge in e.
Atoms and positions in Å:
1 C -0.2175 0.8087 -0.7986  -0.46
2 H 1.3134 0.8198 0.6155  0.11
3 H -0.3430 1.5773 1.0276  0.09
4 C -0.3050 -0.3074 1.6936  -0.20
5 H 1.4691 -1.8105 1.6372  0.13
6 H -0.9818 -1.9697 0.1196  0.05
7 O -0.1408 -2.3092 0.4003  -0.13
8 C 0.2340 0.7532 0.6623  -0.17
9 N -0.5822 2.2003 -1.2233  0.02
10 H -0.2570 0.1379 2.8402  0.17
11 C 0.7229 0.0238 -1.7804  -0.08
12 H -0.1199 2.5077 -2.1157  0.09
13 H -1.3316 -0.3922 1.3353  0.10
14 H 0.7909 -1.0534 -1.5225  0.06
15 C 0.3513 -1.6515 1.6459  -0.23
16 H -1.2045 0.3079 -0.9177  0.12
17 H 0.4811 0.0038 -2.9438  0.10
18 H 1.7328 0.5845 -1.7261  0.09
19 H -1.5457 2.1754 -1.3637  0.03
20 H -0.0665 -2.4064 2.4145  0.12

Atoms 1-2, force components in eV/Å:
-1.6 -1.7 -2.1
0.3 0.5 0.8

Computed properties:
E in hartree: -328.22427
ΔE to the lowest compared entry with this formula, charge and spin in kcal/mol: 59.3
SMILES: C[C@H](N)CCCO

[4]
This record from the OMol25 dataset describes C5H13NO in the gas phase in a non-equilibrium geometry. The level of theory is wB97M-V/def2-TZVPD.

Last column: Löwdin charge in e.
Atoms and positions in Å:
1 O 2.3989 -0.7274 -1.3036  -0.09
2 C -1.3499 0.3123 0.1889  -0.22
3 C 1.1936 -1.4997 -0.9595  -0.20
4 H 1.9923 -0.0759 -1.8757  0.07
5 H -1.6983 0.0396 1.1695  0.10
6 H 1.9443 0.5015 0.7221  0.11
7 H -2.3368 1.9331 0.8764  0.05
8 H 1.2448 -2.4085 -1.4542  0.09
9 H 0.3112 -1.0075 -1.1784  0.04
10 C -2.1744 1.6474 -0.1440  -0.10
11 H -1.4904 -0.4381 -0.5648  0.09
12 H -1.8159 2.5350 -0.8178  0.10
13 H -3.1368 1.5461 -0.6038  0.04
14 C 0.9623 0.0993 1.0379  -0.25
15 C 1.0817 -1.3983 0.6265  -0.15
16 N 0.0608 0.8496 0.1720  -0.10
17 H 0.0379 -1.7393 0.8676  0.10
18 H 1.7924 -2.1148 1.0470  0.11
19 H 0.7397 0.0873 2.0863  0.10
20 H 0.2428 1.8585 0.1074  0.11

Atoms 1-2, force components in eV/Å:
-1.5 -0.6 -0.4
0.9 4.7 -1.9

Computed properties:
E in hartree: -328.21078
ΔE to the lowest compared entry with this formula, charge and spin in kcal/mol: 67.8
SMILES: CCNCCCO

[5]
This record from the OMol25 dataset describes 2 unconnected molecules or ions with the total composition C5H13NO in a non-equilibrium geometry. The level of theory is wB97M-V/def2-TZVPD.

Last column: Löwdin charge in e.
Atoms and positions in Å:
1 H 1.9339 -0.8037 1.2723  0.12
2 C -0.6811 -0.3036 0.6525  -0.17
3 H 0.1496 1.5469 1.0192  0.13
4 C -2.8531 -0.8623 -0.5651  -0.14
5 H 2.4257 2.1494 0.7311  0.07
6 H -2.4955 -1.7923 -1.0051  0.07
7 C 2.7746 1.1246 0.8665  -0.09
8 H -0.3502 -1.3288 0.8152  0.12
9 C -1.7756 0.0354 -0.0608  -0.21
10 H -3.4674 -0.2828 -1.2563  0.06
11 H -0.3430 -0.9207 -3.3415  0.02
12 H 1.7466 0.3025 2.5458  0.10
13 H -1.9897 1.0991 0.0919  0.09
14 H 3.5897 1.0463 1.5894  0.07
15 O 0.3032 -0.7426 -2.6613  -0.06
16 H 3.0972 0.7011 -0.0880  0.07
17 H -3.5982 -1.0941 0.2130  0.07
18 N 0.3380 0.5550 0.9828  -0.06
19 H -0.0776 0.1220 -2.4803  0.03
20 C 1.6517 0.2469 1.4558  -0.29

Atoms 1-2, force components in eV/Å:
-0.5 0.2 -0.3
0.8 -0.7 -1.4

Computed properties:
E in hartree: -328.24796
ΔE to the lowest compared entry with this formula, charge and spin in kcal/mol: 44.5
SMILES: C/C=C/NCC.O

[6]
This record from the OMol25 dataset describes 2 unconnected molecules or ions with the total composition C5H13NO in a non-equilibrium geometry. The level of theory is wB97M-V/def2-TZVPD.

Last column: Löwdin charge in e.
Atoms and positions in Å:
1 H 0.1443 -1.7229 1.9567  0.09
2 H 0.7185 2.0650 -1.6347  0.09
3 H 1.1480 -0.2654 1.6572  0.09
4 H -1.7388 -0.5210 2.3880  0.06
5 C 0.3732 -1.0581 -0.1215  -0.19
6 H -2.7096 0.3874 -1.4726  0.01
7 N 2.2237 0.5552 -0.2205  0.23
8 H -0.6182 -1.3768 -0.5973  0.12
9 C 0.2199 -0.7906 1.4125  -0.22
10 C 0.2027 1.2955 -1.0340  -0.01
11 H 1.3538 -0.3074 -1.9027  0.15
12 O -1.8406 0.0968 -1.1669  -0.25
13 H 0.8846 -2.0102 -0.2741  0.10
14 H -0.7226 0.9220 -1.5744  0.06
15 C 1.0842 0.0428 -0.8751  -0.50
16 C -1.1151 -0.0737 1.6160  -0.12
17 H -1.6612 -0.0723 0.6430  0.04
18 H -0.0518 1.8156 -0.1095  0.09
19 H 3.0357 0.0909 -0.6837  0.09
20 H -0.9304 0.9272 1.9937  0.06

Atoms 1-2, force components in eV/Å:
0.5 -0.4 -0.1
-0.2 -0.2 -0.2

Computed properties:
E in hartree: -328.03280
ΔE to the lowest compared entry with this formula, charge and spin in kcal/mol: 179.5

[7]
This record from the OMol25 dataset describes 3 unconnected molecules or ions with the total composition C5H13NO in a non-equilibrium geometry. The level of theory is wB97M-V/def2-TZVPD.

Last column: Löwdin charge in e.
Atoms and positions in Å:
1 H -0.0007 -2.1725 0.0070  0.01
2 H 0.1115 1.2767 2.5429  0.08
3 O -0.0895 -1.3290 2.2205  -0.35
4 N -0.5700 0.9102 -3.1428  0.16
5 H 0.4131 2.2106 -0.9140  0.13
6 H 1.2050 -1.1357 0.2058  -0.02
7 H -0.2564 -2.0496 2.8317  -0.09
8 C -0.2472 1.3541 -0.7785  0.07
9 C -0.5461 0.9023 0.5716  -0.25
10 C 0.5765 1.2074 1.5624  -0.10
11 H 1.5649 -2.8241 -0.3915  0.03
12 C -0.9675 0.8549 -1.9247  -0.23
13 H -1.4313 1.4213 0.9896  0.17
14 H -1.9007 0.3778 -1.5821  0.13
15 C 0.9459 -1.9311 -0.4818  -0.06
16 H -1.2486 0.3296 -3.6529  0.07
17 H -0.6955 -0.2060 0.4533  0.10
18 H 0.8219 -1.6889 -1.5349  0.01
19 H 1.0984 2.1566 1.4474  0.08
20 H 1.2161 0.3354 1.5711  0.05

Atoms 1-2, force components in eV/Å:
-0.2 -0.4 -0.5
0.2 -0.4 0.1

Computed properties:
E in hartree: -328.05165
ΔE to the lowest compared entry with this formula, charge and spin in kcal/mol: 167.7

[8]
This record from the OMol25 dataset describes 2 unconnected molecules or ions with the total composition C5H13NO2 in a non-equilibrium geometry. The level of theory is wB97M-V/def2-TZVPD.

Last column: Löwdin charge in e.
Atoms and positions in Å:
1 H 0.7624 1.2816 1.3876  -0.04
2 H 2.4663 1.1775 -1.6817  0.11
3 C 1.2910 0.9543 -1.7855  -0.25
4 O -0.0398 1.0569 1.8351  -0.16
5 H 1.7665 0.0527 0.1385  0.13
6 H 0.9670 0.3694 -2.6881  0.09
7 O -0.4947 -1.7728 1.8673  -0.24
8 N 0.9361 0.2674 -0.5004  -0.13
9 H 1.6324 3.1710 -1.6448  0.09
10 C -1.3416 -0.9210 -0.2061  -0.23
11 H -0.0115 -0.0040 1.8212  0.05
12 H 0.5571 -1.7766 -0.1005  0.08
13 C 0.1100 -0.9902 -0.6675  -0.24
14 H 0.0242 2.6087 -2.4294  0.02
15 C -1.5101 -1.6409 1.1594  -0.46
16 H 0.0546 2.5306 -0.8475  0.02
17 C 0.7036 2.4495 -1.6506  -0.10
18 H -1.9264 -1.4223 -0.8670  0.03
19 H -1.6576 0.1788 0.0376  0.11
20 H -0.0659 -1.2283 -1.7372  0.09
21 H -2.3635 -2.1939 1.3952  0.01

Atoms 1-2, force components in eV/Å:
0.3 0.3 -0.6
-2.3 -1.0 -1.1

Computed properties:
2S+1: 2
E in hartree: -403.41519
ΔE to the lowest compared entry with this formula, charge and spin in kcal/mol: 79.5
Charge: -1

Please write out number 6 again, unchanged.
This record from the OMol25 dataset describes 2 unconnected molecules or ions with the total composition C5H13NO in a non-equilibrium geometry. The level of theory is wB97M-V/def2-TZVPD.

Last column: Löwdin charge in e.
Atoms and positions in Å:
1 H 0.1443 -1.7229 1.9567  0.09
2 H 0.7185 2.0650 -1.6347  0.09
3 H 1.1480 -0.2654 1.6572  0.09
4 H -1.7388 -0.5210 2.3880  0.06
5 C 0.3732 -1.0581 -0.1215  -0.19
6 H -2.7096 0.3874 -1.4726  0.01
7 N 2.2237 0.5552 -0.2205  0.23
8 H -0.6182 -1.3768 -0.5973  0.12
9 C 0.2199 -0.7906 1.4125  -0.22
10 C 0.2027 1.2955 -1.0340  -0.01
11 H 1.3538 -0.3074 -1.9027  0.15
12 O -1.8406 0.0968 -1.1669  -0.25
13 H 0.8846 -2.0102 -0.2741  0.10
14 H -0.7226 0.9220 -1.5744  0.06
15 C 1.0842 0.0428 -0.8751  -0.50
16 C -1.1151 -0.0737 1.6160  -0.12
17 H -1.6612 -0.0723 0.6430  0.04
18 H -0.0518 1.8156 -0.1095  0.09
19 H 3.0357 0.0909 -0.6837  0.09
20 H -0.9304 0.9272 1.9937  0.06

Atoms 1-2, force components in eV/Å:
0.5 -0.4 -0.1
-0.2 -0.2 -0.2

Computed properties:
E in hartree: -328.03280
ΔE to the lowest compared entry with this formula, charge and spin in kcal/mol: 179.5

Look up the E of the fourth one.
-328.21078 hartree